1.
This record from the OMol25 dataset describes a cluster of 3 separate species, C2H10O2S2 in total in a non-equilibrium geometry. The level of theory is wB97M-V/def2-TZVPD.

## Properties
SMILES = CSSC.O.O
Relative energy (zero: lowest compared OMol25 entry of this formula, charge and spin) = 258.3 kJ/mol
LUMO energy = -0.233 eV
Kohn-Sham gap = 7.85 eV
F_max = 4.42 eV Å⁻¹
E_tot = -1028.9605 hartree

Geometry as XYZ:
```
16
Properties=species:S:1:pos:R:3:forces:R:3
C -1.055 -2.087 -0.886 0.3 1.5 -4.2
S -0.220 -0.419 -1.017 -0.2 -2.2 1.8
S -0.435 0.017 1.079 1.3 2.6 -0.3
C -1.058 -1.088 2.328 -2.0 0.6 2.0
H -2.040 -1.814 -0.582 -0.6 -0.6 0.8
H -0.486 -2.873 -0.428 0.1 0.0 0.5
H -1.160 -2.303 -2.019 0.1 -0.2 1.8
H -0.386 -1.074 3.343 -1.4 -0.2 -2.9
H -1.225 -2.098 1.910 -0.1 0.4 0.7
H -2.113 -0.502 2.585 2.5 -2.2 -0.3
O 2.739 0.820 0.197 1.7 -0.1 -3.0
H 2.426 0.031 -0.318 0.1 0.9 0.9
H 3.409 1.192 -0.500 -1.8 -0.7 2.1
O 0.297 2.881 -1.631 -2.0 -3.5 -0.7
H 0.594 3.318 -0.868 0.6 0.8 1.7
H -0.138 2.000 -1.281 1.3 2.8 -1.0
```
Forces are in eV/Å.

***

2.
This record from the OMol25 dataset describes a cluster of 4 separate species, C2H10O4 in total in a non-equilibrium geometry. The level of theory is wB97M-V/def2-TZVPD.

## Properties
Relative energy (zero: lowest compared OMol25 entry of this formula, charge and spin) = 609.7 kJ/mol
LUMO energy = -4.753 eV
Kohn-Sham gap = 4.61 eV
F_max = 2.61 eV Å⁻¹
E_tot = -382.9233 hartree

Geometry as XYZ:
```
16
Properties=species:S:1:pos:R:3:forces:R:3
C 1.739 0.711 -0.770 -0.6 -1.7 0.0
C 1.480 -0.669 -1.124 0.1 -2.6 -0.3
O 0.133 -1.087 -0.668 2.0 0.5 0.1
H 2.285 0.878 0.125 0.3 0.2 0.9
H 1.429 1.590 -1.265 -0.5 0.7 -1.0
H 1.549 -1.079 -2.156 0.1 1.3 0.2
H -0.523 -0.340 -0.662 -1.8 0.6 0.3
H -0.868 -1.513 1.982 -0.1 0.0 0.0
H -2.075 -1.010 1.204 0.3 -0.1 0.6
O -1.828 -1.486 2.042 -0.2 0.1 -0.5
H -1.112 1.491 0.868 -0.1 -0.1 0.2
H 0.275 1.345 0.510 0.2 0.1 0.4
O -0.239 1.869 1.139 0.1 0.1 -0.3
H -2.547 0.479 -0.620 0.0 -0.1 -0.2
H 2.110 -1.341 -0.511 0.1 0.6 -0.3
O -1.808 0.162 -0.095 0.1 0.5 -0.3
```
Forces are in eV/Å.

***

3.
This record from the OMol25 dataset describes a cluster of 3 separate species, C2H10O4 in total in a non-equilibrium geometry. The level of theory is wB97M-V/def2-TZVPD.

## Properties
SMILES = OCCO.O.O
Relative energy (zero: lowest compared OMol25 entry of this formula, charge and spin) = 68.9 kJ/mol
LUMO energy = 0.382 eV
Kohn-Sham gap = 10.98 eV
F_max = 1.57 eV Å⁻¹
E_tot = -383.1293 hartree

Geometry as XYZ:
```
16
Properties=species:S:1:pos:R:3:forces:R:3
O 11.336 3.313 7.504 0.2 0.5 -0.4
C 10.425 2.445 8.115 -1.2 0.4 0.5
C 9.050 3.169 8.326 0.5 -1.4 -0.5
O 8.234 3.149 7.098 1.0 0.3 1.2
H 10.868 3.564 6.704 0.5 0.3 -0.4
H 10.311 1.567 7.479 -0.4 -0.3 0.2
H 10.847 2.152 9.076 -0.1 0.0 0.0
H 9.241 4.190 8.658 -0.1 0.1 -0.1
H 8.512 2.640 9.113 -0.3 0.0 -0.2
H 8.612 3.866 6.584 -0.1 0.1 -0.3
O 4.518 4.266 3.038 -0.1 0.0 -0.4
H 4.845 4.409 3.926 0.3 0.1 0.5
H 3.779 3.668 3.147 -0.2 -0.1 0.0
O 5.860 4.592 5.668 -0.1 0.2 -0.3
H 5.426 4.700 6.515 -0.1 0.0 0.2
H 6.575 3.980 5.842 0.1 -0.3 0.2
```
Forces are in eV/Å.

***

4.
This record from the OMol25 dataset describes a cluster of 4 separate species, C2H10O4 in total in a non-equilibrium geometry. The level of theory is wB97M-V/def2-TZVPD.

## Properties
SMILES = CC=O.O.O.O
Relative energy (zero: lowest compared OMol25 entry of this formula, charge and spin) = 34.4 kJ/mol
LUMO energy = 0.657 eV
Kohn-Sham gap = 10.81 eV
F_max = 1.23 eV Å⁻¹
E_tot = -383.1424 hartree

Geometry as XYZ:
```
16
Properties=species:S:1:pos:R:3:forces:R:3
C -1.161 -1.104 0.714 -0.2 0.5 0.2
C -0.437 -0.825 1.986 -0.9 0.0 -0.6
O 0.759 -0.852 2.034 1.0 0.2 0.5
H -1.506 -2.138 0.778 0.3 -0.2 -0.5
H -2.057 -0.503 0.602 -0.2 0.2 0.2
H -0.492 -0.836 -0.101 -0.1 -0.7 -0.3
H -1.055 -0.586 2.863 0.0 -0.1 0.4
O 1.090 1.669 0.406 0.1 0.1 0.2
H 1.031 0.877 0.962 0.2 0.1 -0.1
H 1.740 2.239 0.841 -0.2 -0.2 -0.2
O -1.038 1.429 -1.679 0.4 -0.8 -0.5
H -1.208 2.233 -1.218 -0.5 1.0 0.5
H -0.114 1.286 -1.437 0.0 -0.2 0.1
O 0.652 -1.001 -2.456 -0.2 0.9 -0.7
H -0.099 -0.604 -2.952 0.6 -0.4 0.5
H 1.390 -0.396 -2.663 -0.4 -0.5 0.2
```
Forces are in eV/Å.

***

5.
This record from the OMol25 dataset describes a cluster of 2 separate species, C2H11N2O in total in a non-equilibrium geometry. The level of theory is wB97M-V/def2-TZVPD.

## Properties
Relative energy (zero: lowest compared OMol25 entry of this formula, charge and spin) = 31.0 kJ/mol
Net charge = +1
LUMO energy = -3.216 eV
Kohn-Sham gap = 10.71 eV
F_max = 1.17 eV Å⁻¹
E_tot = -267.3129 hartree

Geometry as XYZ:
```
16
Properties=species:S:1:pos:R:3:forces:R:3
C -1.185 0.061 -0.458 0.3 -0.8 -0.7
N -0.828 1.069 0.513 -0.7 0.8 0.4
C -0.755 -1.326 0.043 0.9 0.1 0.5
N 0.604 -1.101 0.735 -1.0 -0.3 0.4
H -0.734 0.168 -1.452 -0.1 0.4 0.1
H -2.264 0.039 -0.590 0.0 0.0 -0.1
H -0.052 1.673 0.267 0.1 -0.5 -0.3
H -1.608 1.710 0.596 0.0 -0.1 0.4
H -0.521 -2.076 -0.707 -0.5 0.1 -0.3
H -1.463 -1.716 0.769 0.2 -0.1 0.1
H 1.126 -1.959 0.902 0.1 0.0 -0.3
H 1.128 -0.415 0.177 0.4 0.1 0.2
H 0.408 -0.690 1.651 0.1 0.4 -0.2
H 1.841 1.283 -1.545 0.1 0.1 0.2
H 2.487 1.961 -0.322 0.1 0.0 0.0
O 1.816 1.319 -0.578 0.0 -0.3 -0.3
```
Forces are in eV/Å.

***

6.
This record from the OMol25 dataset describes a cluster of 2 separate species, C2H11N2O in total in a non-equilibrium geometry. The level of theory is wB97M-V/def2-TZVPD.

## Properties
Relative energy (zero: lowest compared OMol25 entry of this formula, charge and spin) = 37.2 kJ/mol
Net charge = +1
LUMO energy = -3.268 eV
Kohn-Sham gap = 11.21 eV
F_max = 1.48 eV Å⁻¹
E_tot = -267.3105 hartree

Geometry as XYZ:
```
16
Properties=species:S:1:pos:R:3:forces:R:3
N 0.445 0.459 0.671 0.3 -0.9 1.2
C 1.427 -0.514 0.067 0.1 0.6 -0.3
C 0.642 -1.645 -0.544 -0.3 -0.8 -0.2
N -0.398 -1.054 -1.395 0.0 -0.3 0.1
H -0.399 0.448 0.076 0.2 0.5 -0.4
H 0.908 1.356 0.796 -0.6 0.3 -0.2
H 0.143 0.143 1.605 0.1 0.2 -0.3
H 2.190 -0.760 0.806 -0.2 -0.2 -0.1
H 1.883 0.057 -0.745 0.2 -0.2 0.1
H 0.187 -2.329 0.181 0.1 0.4 0.2
H 1.316 -2.294 -1.102 0.2 0.1 -0.1
H -1.289 -1.503 -1.229 0.0 0.0 -0.1
H -0.181 -1.188 -2.376 -0.1 0.2 0.1
H -2.811 2.967 1.654 0.1 -0.3 -0.2
H -1.822 3.302 0.549 -0.1 0.0 -0.1
O -2.242 2.553 0.986 0.2 0.1 0.2
```
Forces are in eV/Å.

***

7.
This record from the OMol25 dataset describes a cluster of 3 separate species, C2H11N2O2 in total in a non-equilibrium geometry. The level of theory is wB97M-V/def2-TZVPD.

## Properties
Relative energy (zero: lowest compared OMol25 entry of this formula, charge and spin) = 163.1 kJ/mol
Net charge = +1
LUMO energy = -3.130 eV
Kohn-Sham gap = 9.70 eV
F_max = 1.49 eV Å⁻¹
E_tot = -342.5263 hartree

Geometry as XYZ:
```
17
Properties=species:S:1:pos:R:3:forces:R:3
C 1.027 0.679 -0.157 -1.1 0.8 0.6
C 1.122 -0.638 0.029 -0.5 0.6 0.5
N 0.810 -1.242 1.331 0.4 -0.7 0.2
N 1.034 1.360 -1.307 0.4 0.4 -0.5
H 0.769 1.309 0.692 0.2 -0.1 0.1
H 1.322 -1.364 -0.691 0.3 -0.9 -1.1
H 1.635 -1.745 1.634 0.5 0.0 0.6
H 0.531 -0.601 2.073 0.1 0.2 -0.1
H 0.115 -1.998 1.318 -0.6 0.1 -0.4
H 1.011 0.912 -2.182 0.2 -1.0 -0.9
H 0.928 2.350 -1.444 0.0 0.1 0.9
H -2.645 4.546 -2.982 0.0 0.3 -0.3
H -1.370 4.977 -2.197 -0.2 0.2 -0.3
O -2.109 4.364 -2.213 0.3 -0.5 0.6
H -1.371 -4.240 2.805 0.0 0.1 0.2
H -1.550 -4.719 1.396 0.0 0.0 -0.3
O -1.259 -3.951 1.895 0.2 0.1 0.0
```
Forces are in eV/Å.

***

8.
This record from the OMol25 dataset describes a cluster of 3 separate species, C2H11N2O2 in total. The level of theory is wB97M-V/def2-TZVPD.

## Properties
Relative energy (zero: lowest compared OMol25 entry of this formula, charge and spin) = 16.5 kJ/mol
Net charge = +1
LUMO energy = -2.794 eV
Kohn-Sham gap = 11.78 eV
F_max = 0.97 eV Å⁻¹
E_tot = -342.5822 hartree

Geometry as XYZ:
```
17
Properties=species:S:1:pos:R:3:forces:R:3
C -2.156 1.582 0.082 -0.1 -0.1 -0.5
N -1.013 0.719 -0.218 -0.2 0.3 0.2
C -1.122 -0.364 -0.925 0.1 0.2 0.0
N -0.158 -1.240 -1.071 0.1 -0.6 0.1
H -2.296 1.648 1.146 0.1 0.1 0.4
H -3.055 1.150 -0.342 -0.1 -0.2 -0.1
H -2.037 2.565 -0.361 0.2 0.1 0.1
H -0.111 0.975 0.191 0.0 -0.3 0.3
H -2.061 -0.519 -1.439 -0.1 -0.1 -0.1
H 0.605 -1.344 -0.386 0.2 0.3 -0.2
H -0.312 -2.038 -1.670 -0.1 0.2 0.1
H 1.855 1.872 0.296 0.1 -0.3 0.5
H 2.096 1.370 1.729 -0.1 -0.1 0.1
O 1.577 1.191 0.937 0.0 0.6 -0.7
H 1.581 -2.544 1.255 0.4 -0.2 0.0
H 2.765 -2.027 0.363 0.0 -0.3 0.2
O 1.943 -1.779 0.797 -0.5 0.3 -0.2
```
Forces are in eV/Å.